DFT (ωB97M-V with the def2-TZVPD basis set) results for C31H43Cl2N2PTl as an isolated structure.

Computed properties:
E_HOMO = -2.39 eV
Net charge = -1
E_LUMO = 1.570 eV
Gap between HOMO and LUMO = 3.96 eV
E = -2750.8382 hartree

Last column: Löwdin charge in e.
CARTESIAN COORDINATES (ANGSTROEM)
P (-0.8481, -0.1043, -0.7251)  1.018
C (-0.3899, -1.5691, -1.7969)  -0.440
C (-1.3240, -1.9320, -2.9553)  -0.207
C (-0.9395, -3.3253, -3.4780)  -0.206
C (0.5439, -3.4196, -3.8555)  -0.215
C (1.4752, -2.9508, -2.7317)  -0.198
C (1.0833, -1.5551, -2.2210)  -0.211
C (-0.3761, 1.4696, -1.6320)  -0.449
C (-0.8807, 1.5745, -3.0653)  -0.213
C (-0.5900, 2.9842, -3.6035)  -0.206
C (0.8926, 3.3583, -3.4834)  -0.212
C (1.4636, 3.1187, -2.0805)  -0.192
C (1.1361, 1.7121, -1.5699)  -0.209
C (-2.7231, -0.0929, -0.6370)  -0.451
C (-3.2455, -1.3348, 0.0933)  -0.270
C (-4.7697, -1.3511, 0.1934)  -0.205
C (-5.3345, -0.0689, 0.8130)  -0.211
C (-4.7612, 1.1958, 0.1684)  -0.204
C (-3.2377, 1.1811, 0.0414)  -0.245
H (-0.4863, -2.3625, -1.0304)  0.064
H (-1.2604, -1.1899, -3.7659)  0.104
H (-2.3720, -1.9499, -2.6261)  0.093
H (-1.5644, -3.5872, -4.3407)  0.101
H (-1.1535, -4.0613, -2.6891)  0.114
H (0.7911, -4.4531, -4.1245)  0.100
H (0.7255, -2.8071, -4.7492)  0.108
H (1.4196, -3.6604, -1.8927)  0.116
H (2.5158, -2.9408, -3.0816)  0.107
H (1.7269, -1.2746, -1.3739)  0.082
H (1.2503, -0.8211, -3.0250)  0.103
H (-0.8599, 2.2503, -1.0193)  0.080
H (-1.1921, 3.7103, -3.0394)  0.111
H (-1.9582, 1.3631, -3.1252)  0.104
H (-0.3659, 0.8292, -3.6920)  0.102
H (-0.9095, 3.0438, -4.6501)  0.100
H (1.0306, 4.4098, -3.7578)  0.099
H (1.4675, 2.7679, -4.2100)  0.109
H (2.5525, 3.2608, -2.0839)  0.111
H (1.0431, 3.8567, -1.3817)  0.115
H (1.5192, 1.5714, -0.5498)  0.070
H (1.6516, 0.9765, -2.2006)  0.101
H (-3.0315, -0.1122, -1.6971)  0.097
H (-2.8972, -2.2648, -0.3781)  0.095
H (-2.8237, -1.3407, 1.1082)  0.032
H (-5.1839, -1.4776, -0.8154)  0.108
H (-5.0722, -2.2221, 0.7867)  0.106
H (-5.1314, -0.0596, 1.8919)  0.111
H (-6.4241, -0.0690, 0.7055)  0.098
H (-5.0518, 2.0756, 0.7520)  0.105
H (-5.1948, 1.3111, -0.8329)  0.108
H (-2.9103, 2.0798, -0.4988)  0.100
H (-2.7836, 1.2516, 1.0408)  0.040
Tl (0.4407, 0.0025, 2.0362)  0.403
Cl (-0.6367, 2.2387, 1.9394)  -0.009
Cl (-0.6537, -2.2955, 1.6764)  0.004
C (2.1876, -0.6291, 0.9962)  -0.322
H (2.2298, -1.6843, 0.6920)  0.004
C (3.3704, 0.1242, 1.0903)  -0.408
C (3.2933, 1.5335, 1.3990)  -0.131
C (4.4358, 2.3128, 1.4245)  -0.139
C (5.6920, 1.7403, 1.1665)  -0.171
C (5.8050, 0.3624, 0.9126)  -0.150
C (4.6784, -0.4431, 0.8677)  -0.089
H (2.3069, 1.9654, 1.6093)  0.043
H (4.3419, 3.3758, 1.6580)  0.090
H (6.7957, -0.0705, 0.7565)  0.084
H (4.7600, -1.5117, 0.6620)  0.090
H (6.5748, 2.3760, 1.1724)  0.067
N (0.6493, 2.2971, 8.2091)  0.150
C (0.6410, 1.3579, 7.5031)  -0.169
C (0.6429, 0.2532, 6.5782)  -0.202
C (0.7813, -1.0730, 7.0200)  -0.002
C (0.8185, -2.0920, 6.0729)  -0.027
C (0.6877, -1.7583, 4.7290)  -0.116
N (0.5572, -0.4906, 4.3189)  -0.037
C (0.5182, 0.5154, 5.2124)  -0.047
H (0.8431, -1.2759, 8.0901)  0.124
H (0.9505, -3.1378, 6.3320)  0.112
H (0.6642, -2.5110, 3.9409)  0.063
H (0.3829, 1.5232, 4.8061)  0.115


DFT (ωB97M-V with the def2-TZVPD basis set) results for C31H44BrMgN3P2 as an isolated structure.

Computed properties:
Energy above the lowest of the compared OMol25 structures with the same formula, charge and spin = 29.0 kcal/mol
E_HOMO (alpha / beta) = -13.92 / -13.82 eV
Net charge = +2
E_LUMO (alpha / beta) = -7.796 / -7.240 eV
Gap between HOMO and LUMO (alpha / beta) = 6.12 / 6.58 eV
E = -4828.0921 hartree

Last column: Löwdin charge in e.
CARTESIAN COORDINATES (ANGSTROEM)
N (4.1974, -5.6863, -0.9294)  0.091
C (2.8671, -5.7757, -0.7982)  -0.098
C (2.0310, -4.6550, -0.6940)  0.014
C (2.6095, -3.3700, -0.7961)  -0.201
C (4.0238, -3.2907, -0.9083)  0.009
C (4.7593, -4.4766, -0.9646)  -0.104
C (1.8277, -2.1648, -0.8989)  -0.104
Mg (0.7927, -0.3469, -0.6603)  0.378
P (-0.2016, 1.4711, -1.7343)  0.988
C (2.5031, -1.0359, -1.4688)  -0.210
C (2.5215, -0.7923, -2.9109)  -0.235
C (3.6893, -0.2329, -3.4802)  -0.010
C (3.6098, 0.3691, -4.7228)  -0.078
C (2.3502, 0.4306, -5.3519)  -0.721
C (1.2932, -0.4068, -4.9597)  -0.104
C (1.3790, -1.0251, -3.7103)  -0.031
Br (2.1220, 1.5213, -6.8155)  0.891
H (0.7488, -2.2624, -0.6372)  0.089
H (3.3354, -0.5771, -0.9165)  0.088
H (0.9476, -4.7635, -0.5840)  0.120
H (4.5503, -2.3344, -0.9807)  0.111
H (2.4329, -6.7770, -0.7941)  0.122
H (5.8458, -4.4155, -1.0668)  0.122
H (4.6283, -0.2509, -2.9127)  0.137
H (0.5370, -1.6177, -3.3318)  0.128
H (4.5005, 0.8054, -5.1799)  0.128
H (0.4110, -0.5313, -5.5927)  0.126
P (2.1223, 0.9803, 1.1773)  0.942
C (-1.3628, 1.0581, -3.0858)  -0.379
C (-1.5346, 1.9470, -4.3271)  -0.118
H (-2.3495, 0.8858, -2.6241)  0.090
H (-1.0071, 0.0752, -3.4491)  0.046
H (-2.2677, 1.4791, -5.0040)  0.090
H (-1.9208, 2.9386, -4.0684)  0.082
H (-0.6092, 2.0537, -4.9091)  0.053
C (1.3752, 2.1553, -2.4052)  -0.377
C (1.5306, 3.6012, -2.8763)  -0.103
H (1.6586, 1.4841, -3.2336)  0.052
H (2.1472, 1.9834, -1.6269)  0.028
H (2.5488, 3.7407, -3.2821)  0.091
H (0.8135, 3.8253, -3.6736)  0.071
H (1.4073, 4.2882, -2.0296)  0.078
C (-1.0642, 1.8480, -0.1343)  -0.399
C (-2.2122, 2.8503, -0.0078)  -0.111
H (-0.3060, 2.0697, 0.6356)  0.028
H (-1.5066, 0.8896, 0.1718)  0.039
H (-2.3761, 3.0725, 1.0619)  0.089
H (-1.9776, 3.7805, -0.5372)  0.080
H (-3.1480, 2.4114, -0.3873)  0.080
C (1.2357, 1.7878, 2.5783)  -0.389
C (2.0966, 2.2633, 3.7448)  -0.122
H (0.4616, 1.0842, 2.9241)  0.070
H (0.7156, 2.6496, 2.1350)  0.076
H (2.4099, 1.4357, 4.3929)  0.081
H (2.9879, 2.8054, 3.4087)  0.071
H (1.4967, 2.9546, 4.3500)  0.092
C (3.2839, 2.3036, 0.5959)  -0.368
C (4.3702, 1.9008, -0.4030)  -0.130
H (3.7557, 2.6884, 1.5098)  0.083
H (2.6514, 3.0969, 0.1696)  0.082
H (5.1261, 1.2390, 0.0463)  0.084
H (3.9887, 1.4066, -1.3101)  0.033
H (4.8925, 2.8128, -0.7303)  0.098
C (3.3386, -0.0962, 2.0334)  -0.383
C (2.7369, -1.3216, 2.7097)  -0.131
H (3.8086, 0.5665, 2.7706)  0.087
H (4.1002, -0.3917, 1.2982)  0.077
H (3.5624, -1.9359, 3.1029)  0.094
H (2.0900, -1.0461, 3.5586)  0.075
H (2.1548, -1.9494, 2.0152)  0.057
N (-5.7320, -0.6215, 2.4604)  0.221
C (-4.6552, -0.9101, 2.1068)  -0.134
C (-3.3383, -1.2045, 1.6119)  -0.179
C (-2.2296, -1.1802, 2.4712)  0.040
C (-0.9530, -1.1587, 1.9253)  -0.077
N (-0.7832, -1.2117, 0.5811)  -0.047
C (-1.8384, -1.4888, -0.2319)  -0.110
C (-3.1430, -1.4201, 0.2432)  0.030
H (-2.3489, -1.1430, 3.5535)  0.143
H (-0.0579, -1.1019, 2.5596)  0.106
H (-1.6213, -1.7109, -1.2853)  0.131
H (-3.9706, -1.5040, -0.4620)  0.144